1.
This record from the Open Molecules 2025 dataset describes a cluster of 2 separate species, C2H9NO2SSi in total at a distorted geometry. The level of theory is ωB97M-V with the def2-TZVPD basis set.

Structure (XYZ):
```
16
Properties=species:S:1:pos:R:3:forces:R:3
C -1.713 0.056 1.633 0.9 -0.4 1.3
C -1.724 -0.259 0.364 -0.9 0.1 -1.5
N 3.171 -0.532 -0.055 0.0 1.7 -0.3
O 1.117 0.800 -0.074 -0.9 3.5 1.8
O 0.932 -1.562 -0.279 0.7 -0.5 -1.4
Si -1.636 1.071 -0.943 1.0 -1.9 -0.6
S 1.661 -0.216 -0.866 1.7 -4.3 -0.5
H -1.846 -0.773 2.359 0.2 1.1 0.1
H 0.371 -1.280 0.445 -0.3 0.3 0.6
H -1.343 1.069 1.861 -0.7 -0.5 0.7
H -1.842 -1.290 0.045 -0.4 0.0 0.0
H 3.778 -1.319 -0.252 -0.5 -0.2 -0.5
H 3.699 0.341 -0.232 -0.1 -0.7 0.3
H -2.855 1.469 -1.585 -0.9 0.3 -0.1
H -0.856 2.143 -0.434 0.2 1.1 0.3
H -0.913 0.282 -1.987 0.0 0.5 -0.2
```
Forces are in eV/Å.

Computed properties:
DFT total energy ... -26515.24172 eV
Orbital gap ... 10.54 eV
Energy above the lowest of the compared OMol25 structures with the same formula, charge and spin ... 0.000 eV
Largest force on an atom ... 0.0910 hartree/bohr
LUMO ... 0.67 eV
Molar mass ... 139.3 g mol⁻¹
Spin multiplicity ... 1

=====

2.
This record from the Open Molecules 2025 dataset describes a structure of composition C26H25N5V at a distorted geometry. The level of theory is ωB97M-V with the def2-TZVPD basis set.

Structure (XYZ):
```
57
Properties=species:S:1:pos:R:3:forces:R:3
V -0.315 0.249 0.306 -0.7 -3.2 -0.4
C 3.351 -2.737 -2.229 0.0 0.0 0.0
C 3.886 -1.714 -1.457 0.0 0.0 0.0
C 3.094 -0.650 -1.068 -0.3 0.1 0.1
C 1.743 -0.612 -1.434 0.6 -0.6 -0.3
C 1.208 -1.647 -2.197 -0.1 0.3 0.0
C 2.014 -2.698 -2.600 0.0 -0.1 0.0
N 0.930 0.466 -0.991 0.3 0.0 -0.4
C 1.378 1.772 -1.172 0.1 0.9 0.3
C 2.222 2.235 -2.174 -0.2 -0.2 -0.1
C 2.575 3.574 -2.185 0.0 0.0 0.0
C 2.116 4.465 -1.206 0.0 0.1 0.0
C 1.296 4.025 -0.195 -0.2 -0.1 0.1
C 0.927 2.675 -0.180 0.6 0.3 -0.7
N 0.206 2.028 0.805 0.2 2.2 1.3
N -0.101 2.616 1.877 0.4 0.5 -0.6
C -0.730 1.759 2.756 -0.5 -0.7 0.6
C -1.127 2.206 4.007 0.2 0.2 -0.4
C -1.694 1.294 4.880 -0.1 -0.3 0.0
C -1.824 -0.030 4.478 0.0 0.2 0.1
C -1.413 -0.396 3.207 -0.1 -0.1 -0.1
N -0.893 0.478 2.336 0.1 0.4 0.5
H 3.979 -3.555 -2.555 0.0 0.0 0.0
H 4.925 -1.742 -1.157 0.0 0.0 0.0
H 3.509 0.156 -0.473 0.0 0.0 0.0
H 0.172 -1.611 -2.507 0.0 0.0 0.0
H 1.597 -3.486 -3.213 0.0 0.0 0.0
H 2.575 1.557 -2.939 0.0 0.0 0.0
H 3.227 3.938 -2.968 0.0 0.0 0.0
H 2.418 5.502 -1.239 0.0 0.0 0.0
H 0.943 4.689 0.582 0.0 0.0 0.0
H -0.967 3.243 4.267 0.0 0.0 0.0
H -2.021 1.603 5.864 0.0 0.0 0.0
H -2.238 -0.775 5.141 0.0 0.0 0.0
H -1.512 -1.419 2.870 0.0 0.0 0.0
C -3.029 1.350 0.051 -0.2 0.2 0.0
N -2.127 0.359 -0.582 -0.5 0.3 -0.2
C -2.040 0.660 -2.033 0.0 0.1 -0.3
C -2.612 -1.039 -0.361 -0.1 -0.4 0.1
C -1.481 -2.013 -0.064 0.1 0.1 0.0
C -1.565 -3.341 -0.477 0.0 0.0 -0.1
C -0.587 -4.252 -0.108 -0.1 0.0 0.0
C 0.492 -3.862 0.679 0.1 0.2 0.1
C 0.595 -2.545 1.103 0.1 -0.2 0.1
C -0.379 -1.640 0.716 -0.1 -0.1 0.1
H -4.020 1.313 -0.408 0.0 0.0 0.0
H -2.630 2.356 -0.083 0.0 0.0 -0.1
H -3.139 1.149 1.114 0.1 -0.1 0.0
H -3.042 0.723 -2.465 0.0 0.0 0.1
H -1.486 -0.120 -2.550 0.0 0.0 0.1
H -1.541 1.616 -2.189 0.0 0.0 0.1
H -3.177 -1.380 -1.230 0.0 0.1 0.0
H -3.300 -1.041 0.486 0.0 0.1 0.0
H -2.410 -3.664 -1.075 0.0 0.0 0.0
H -0.674 -5.283 -0.425 0.0 0.0 0.0
H 1.258 -4.575 0.955 0.0 0.0 0.0
H 1.438 -2.229 1.707 0.0 0.0 0.0
```
Forces are in eV/Å.

Computed properties:
DFT total energy ... -60490.45192 eV
Orbital gap (alpha / beta) ... 5.97 / 5.77 eV
Energy above the lowest of the compared OMol25 structures with the same formula, charge and spin ... 0.345 eV
Largest force on an atom ... 0.0643 hartree/bohr
LUMO (alpha / beta) ... -8.23 / -8.38 eV
Molar mass ... 458.5 g mol⁻¹
Charge ... +2
<S²> ... 0.839
Spin multiplicity ... 2